Below is a 4-piece molecular cluster, C24H57BBrN5O7 overall, with properties calculated with wB97M-V/def2-TZVPD.

Last column: Löwdin charge in e.
CARTESIAN COORDINATES (ANGSTROEM)
Br  -2.414014  2.273441  -1.696167  0.6411
O  -7.301692  -0.584637  1.310406  -0.2212
O  6.210447  -0.130941  1.052567  -0.2175
O  2.435529  -2.273328  2.388529  -0.1901
O  -2.538832  -3.624593  -0.176177  -0.0438
O  4.952663  2.435072  -3.876463  -0.1820
O  -11.771653  -0.066306  0.697702  -0.1815
O  9.188241  3.695041  -2.829093  -0.2032
N  5.338037  -2.964266  1.442853  -0.0562
N  -9.639505  -2.357362  0.733142  -0.0563
N  -2.449050  1.994823  2.483933  0.0621
N  6.491224  3.850714  -1.547291  -0.0537
N  -0.373678  -2.564572  0.280924  0.0643
C  8.954222  3.653380  -1.415455  -0.2039
C  -8.564893  -2.011148  -0.203526  -0.2011
C  4.143851  -3.815961  1.445463  -0.1928
C  2.780639  -3.112328  1.284860  -0.2332
C  -4.216576  1.388969  0.704149  -0.1583
C  -3.618952  -0.710666  -1.197556  -0.1743
C  -1.738011  -2.583789  -0.418549  -0.3175
C  -2.086026  -1.289178  -1.372719  -0.1402
C  5.580543  -2.303796  0.155618  -0.2041
C  6.231990  2.469964  -4.494312  -0.1005
C  -3.055347  -0.622114  2.485641  -0.0404
C  -10.972128  -2.349913  0.120335  -0.1960
C  -7.238340  -1.791856  0.540028  -0.1971
C  5.186464  3.181354  -1.515137  -0.1918
C  -3.206662  0.951734  1.941962  -0.2843
C  7.600091  2.987517  -1.126215  -0.2050
C  6.900409  0.018770  2.286084  -0.1140
C  -11.514142  -0.988854  -0.362344  -0.2167
C  9.222665  5.019899  -3.342502  -0.1161
C  2.918931  -0.940811  2.286751  -0.1001
C  6.684849  -1.243088  0.282540  -0.2040
C  -10.653256  0.727709  1.069675  -0.1014
C  -7.235215  -0.820913  2.710328  -0.1086
C  4.968706  2.021948  -2.508918  -0.2145
B  -3.467499  0.880816  -0.695462  -0.6833
H  4.990755  2.824691  -0.495955  0.1150
H  -0.489249  -2.192274  1.271472  0.0967
H  9.747989  3.036067  -0.982238  0.1176
H  -12.485428  -1.178619  -0.832016  0.1186
H  -1.331546  -0.419899  -1.056356  0.0892
H  -3.859341  -0.765809  3.326639  0.0826
H  7.977918  0.110564  2.119044  0.0870
H  6.912187  1.711869  -4.094601  0.0894
H  0.220006  -1.824509  -0.195626  0.0803
H  -9.988733  0.938374  0.226364  0.0888
H  4.435668  3.952021  -1.726994  0.1168
H  8.240944  5.493264  -3.259108  0.0788
H  7.517607  2.790405  -0.051622  0.1188
H  5.227550  -2.253717  2.163674  0.0711
H  2.691778  -2.575331  0.334915  0.0970
H  -1.976254  -0.770712  2.917372  0.0847
H  -3.243505  -1.380783  1.610358  0.0643
H  -6.441503  -1.653748  -0.198075  0.0990
H  -11.030061  1.679299  1.455742  0.0886
H  -6.331523  -1.382286  2.966359  0.0768
H  -9.635748  -1.690173  1.502244  0.0710
H  6.664372  4.171715  -2.497895  0.0711
H  -1.838800  -1.490342  -2.523169  0.1437
H  -10.987270  -3.061257  -0.715131  0.1167
H  -11.664718  -2.739390  0.876068  0.1175
H  6.669852  3.465596  -4.397608  0.0692
H  3.892956  -0.855413  2.772897  0.0700
H  -8.800186  -1.092029  -0.747223  0.1015
H  2.227646  -0.289994  2.829997  0.0886
H  5.668210  1.194399  -2.352350  0.1001
H  9.018845  4.646388  -0.954426  0.1210
H  -6.974098  -2.662134  1.152870  0.1281
H  -10.101971  0.245726  1.879698  0.0687
H  -10.888988  -0.536660  -1.139107  0.1068
H  6.918315  -0.858992  -0.715850  0.1109
H  7.606038  -1.671433  0.695720  0.1227
H  6.545209  0.933481  2.766627  0.0892
H  9.493772  4.968960  -4.399711  0.0885
H  6.693576  -0.824262  2.950404  0.0799
H  -2.662157  2.891928  1.989990  0.0324
H  4.139444  -4.343344  2.406897  0.1184
H  6.094732  2.278882  -5.562582  0.0879
H  -7.197863  0.145911  3.217913  0.0924
H  4.247986  -4.582957  0.667572  0.1179
H  4.676746  -1.805056  -0.205156  0.0992
H  -5.280016  0.889832  0.762502  0.1022
H  3.971743  1.613172  -2.311525  0.1172
H  9.974722  5.618842  -2.819979  0.0865
H  -4.399471  2.555546  0.687710  0.1051
H  2.975905  -0.592728  1.251021  0.0870
H  -8.441494  -2.822815  -0.929046  0.1236
H  -8.122112  -1.358960  3.054893  0.0814
H  7.576251  2.032037  -1.657478  0.0990
H  2.016029  -3.896347  1.258670  0.1125
H  -4.213024  -0.642699  -2.230806  0.1295
H  -4.267356  -1.322154  -0.405337  0.0961
H  5.883628  -3.052872  -0.584269  0.1225

Forces on the atoms, in the same order (eV/Å):
-0.700 -1.206 0.610
0.100 -0.397 0.255
0.390 -0.275 0.186
0.080 0.108 -0.629
4.465 6.623 -1.580
0.357 -0.345 0.407
0.424 -0.092 -0.500
-0.067 0.489 0.258
-0.078 0.104 -0.283
0.105 0.136 -0.266
-2.948 -4.706 -2.232
0.104 -0.286 0.042
-1.899 1.994 -0.993
-0.282 -0.673 -0.055
0.173 -0.033 0.740
-0.034 0.317 0.295
0.037 -0.679 0.348
-0.113 -0.267 -0.190
-0.015 0.729 -0.068
-2.204 -4.028 1.681
0.656 0.195 -0.254
0.426 0.223 0.617
-0.341 0.143 -0.263
-0.121 1.351 -0.397
-0.001 0.257 0.316
-0.373 0.232 -0.567
0.063 0.137 -0.335
1.869 3.810 1.002
0.195 0.684 -0.296
-0.229 0.169 -0.173
-0.404 -0.394 0.210
0.053 -0.326 -0.101
-0.219 -0.088 0.430
-0.636 -0.061 -0.346
-0.384 0.067 0.247
-0.016 0.268 -0.161
-0.463 0.349 0.150
-1.049 -0.482 0.856
0.117 -0.051 -0.117
0.012 -0.975 -1.483
-0.044 0.026 0.017
0.045 0.027 0.078
-1.539 -2.030 -0.635
1.606 0.165 -1.646
0.007 -0.068 0.087
-0.022 0.107 0.084
-1.001 -1.102 0.732
0.004 -0.125 0.043
0.009 -0.183 -0.014
0.032 0.189 0.056
-0.054 0.000 -0.083
0.054 -0.189 -0.214
0.118 0.169 0.051
-2.186 0.414 -0.756
0.270 1.525 1.751
-0.061 -0.060 -0.005
-0.033 -0.111 -0.084
-0.072 -0.073 0.062
0.014 -0.191 -0.216
-0.023 -0.087 0.272
-0.586 0.098 2.627
0.077 0.128 0.037
-0.006 0.098 -0.162
0.259 -0.079 0.025
0.102 0.192 -0.177
0.186 0.093 -0.210
0.013 -0.106 -0.055
0.175 0.091 -0.088
-0.138 -0.045 -0.195
-0.164 0.161 0.048
0.248 0.077 -0.066
0.150 0.078 0.139
0.010 -0.042 0.009
-0.202 0.042 0.130
-0.027 -0.086 -0.136
-0.025 -0.101 0.132
0.174 -0.041 0.085
-0.096 -1.088 0.335
-0.126 0.039 -0.141
-0.061 -0.020 0.125
-0.008 -0.052 -0.148
-0.017 0.158 0.009
0.004 0.135 -0.270
2.041 0.626 0.099
0.038 0.053 -0.046
-0.080 0.077 -0.008
0.635 -2.384 0.326
0.109 -0.084 0.011
-0.041 0.046 0.069
0.080 -0.127 0.121
0.195 -0.210 0.083
0.047 0.117 0.016
1.343 -0.506 2.156
1.560 1.220 -1.897
-0.041 0.023 0.078

Properties
Electronic energy in Ha: -4347.69970
Total charge: 0
Structure (SMILES): [H]/N=C(/C)CB(Br)CCC(N)=O.COCCNCCOC.COCCNCCOC.COCCNCCOC
HOMO in eV: -8.67

***

Below is a 5-piece molecular cluster, C24H57BNO11 overall, with properties calculated with wB97M-V/def2-TZVPD.

Last column: Löwdin charge in e.
CARTESIAN COORDINATES (ANGSTROEM)
O  2.187893  -6.969731  0.057793  -0.1861
O  0.205855  1.320588  4.696313  0.1712
O  -2.126697  1.149816  4.307299  0.1776
O  -3.957224  -1.107386  2.122348  0.1373
O  3.180814  2.218028  3.005066  -0.2065
O  6.048126  2.428639  3.704220  -0.1856
O  -3.254904  2.006134  -7.930933  -0.1917
O  0.402310  1.607464  -1.627875  -0.2036
O  1.061862  -5.057495  1.984094  -0.2060
O  -2.153879  4.686145  -7.408963  -0.1821
O  0.159502  2.802848  -4.302143  -0.2079
N  -2.692531  -0.640188  2.038952  -0.0375
C  -1.500361  -1.403847  2.499716  -0.1659
C  0.762499  -5.088055  0.595693  -0.2123
C  -1.567550  -2.702424  3.315285  -0.0740
C  -0.537035  -0.259008  2.821930  -0.0791
C  1.572114  2.936507  -4.354262  -0.0929
C  0.443146  2.920806  -1.099770  -0.1038
C  -0.692399  1.408640  -2.515605  -0.2038
C  -3.779422  2.489458  -9.156012  -0.1069
C  5.004384  2.224721  4.638183  -0.2025
C  -1.664425  3.484279  -6.836907  -0.2117
C  -2.340807  0.456402  1.492784  0.0595
C  3.567974  1.838133  1.694727  -0.1007
C  -2.629802  -2.920359  4.408891  -0.3876
C  3.845645  1.473413  4.025082  -0.1988
C  2.437108  -7.872684  1.123159  -0.1014
C  -3.891215  -3.653806  3.894959  -0.0584
C  -1.879153  2.297961  -7.749576  -0.2033
C  -0.275615  1.499350  -3.966004  -0.2022
C  -3.417775  5.079199  -6.909585  -0.1106
C  0.861028  -6.483600  0.020552  -0.2083
C  6.074769  3.734184  3.151879  -0.1032
C  -2.994554  -1.690334  5.228632  -0.0650
C  -0.880565  0.645895  1.560623  -0.0552
C  2.381811  -4.619142  2.260134  -0.1061
B  -0.853941  0.758741  4.009612  -0.6513
H  -0.575072  -2.830620  3.742212  0.1325
H  2.465449  -3.533428  2.125412  0.0809
H  1.968686  2.470786  -5.261713  0.0938
H  -0.334941  3.048537  -0.334999  0.0756
H  -2.100142  -1.287503  5.706323  0.0865
H  3.120703  0.875025  1.418877  0.0857
H  -0.592446  3.614608  -6.675912  0.1185
H  6.463272  4.452542  3.880162  0.0921
H  1.421279  -4.407046  0.047340  0.1261
H  -3.441879  1.867644  -9.991589  0.0897
H  0.305567  3.678336  -1.872600  0.0919
H  -1.086572  0.403654  -2.326847  0.1222
H  5.083241  4.055112  2.823186  0.0823
H  2.054396  -7.492702  2.073166  0.0833
H  -3.808222  -3.909546  2.842414  0.0713
H  0.764628  1.783343  4.058840  0.0974
H  -0.268070  -4.732209  0.476994  0.1150
H  -1.145625  1.272402  -4.591350  0.1222
H  3.113116  -5.116587  1.621154  0.0879
H  -3.322784  5.486570  -5.896423  0.0871
H  -0.544196  1.677295  1.608863  0.1267
H  3.101765  1.277198  4.804013  0.1177
H  3.206959  2.603724  1.009742  0.0777
H  -1.488859  2.131069  -2.308208  0.1270
H  -1.421034  1.414151  -7.291314  0.1193
H  -2.127621  3.304938  -5.861744  0.1170
H  -4.533312  -0.365466  2.357809  0.1572
H  2.053395  2.490947  -3.480775  0.0836
H  6.741420  3.712116  2.292165  0.0916
H  -1.390256  2.467969  -8.713439  0.1291
H  4.652686  1.767667  1.602020  0.0900
H  -4.116380  -4.527099  4.494695  0.0812
H  -3.632549  -2.012171  6.049478  0.0930
H  -3.508289  -0.918863  4.666638  0.0600
H  -4.744627  -2.979423  3.962681  0.0683
H  -3.489018  3.526352  -9.337450  0.0848
H  0.491547  -0.583637  2.914769  0.1531
H  -3.008329  1.181008  1.049677  0.1763
H  4.664506  3.177934  5.054281  0.1303
H  -2.190652  1.444753  5.218870  0.1309
H  -1.109382  -1.766714  1.537475  0.1597
H  1.417143  3.067755  -0.636465  0.0803
H  1.799004  4.000440  -4.378526  0.0943
H  -2.167706  -3.605212  5.119237  0.1310
H  -4.864566  2.433173  -9.093198  0.0893
H  3.515263  -7.996282  1.200712  0.0918
H  4.186070  0.510383  3.632834  0.1293
H  1.984973  -8.847296  0.915133  0.0917
H  0.182966  -7.161032  0.548570  0.1292
H  0.554134  -6.450441  -1.029522  0.1283
H  -1.675285  -3.503941  2.590078  0.1091
H  0.500133  0.760873  -4.188872  0.1332
H  -4.125129  4.246457  -6.898803  0.0833
H  5.411523  1.624945  5.457270  0.1307
H  2.599169  -4.862014  3.298688  0.0915
H  -0.314924  0.201565  0.732570  0.1465
H  -3.802112  5.858672  -7.564887  0.0905

Forces on the atoms, in the same order (eV/Å):
0.016 0.070 0.134
-0.592 0.180 -0.421
-0.155 -0.738 -0.174
0.067 -0.467 -0.050
-0.112 -0.105 0.004
-0.116 0.014 -0.113
-0.007 0.099 0.006
-0.110 0.086 0.064
0.037 0.088 -0.046
-0.107 -0.066 -0.011
0.122 -0.050 0.230
-0.031 0.763 0.044
1.097 -1.079 -0.647
-0.188 0.031 0.158
-0.831 0.300 0.306
-1.257 1.304 0.088
-0.019 0.030 -0.068
0.054 -0.002 0.053
0.071 -0.265 0.084
-0.009 -0.036 0.001
0.231 -0.023 -0.062
0.134 0.192 -0.190
0.139 0.386 -0.444
-0.010 0.045 -0.019
-0.158 -0.365 0.080
-0.288 0.018 0.161
0.007 -0.035 -0.046
-0.027 0.889 -0.066
-0.130 -0.193 0.112
-0.120 0.171 -0.207
0.028 0.020 -0.006
0.127 -0.055 -0.204
0.056 -0.004 0.038
0.335 -0.449 0.383
1.474 -0.681 0.740
-0.024 -0.022 0.057
0.537 -0.225 0.718
0.169 0.177 -0.029
0.044 -0.008 -0.036
0.033 -0.025 0.026
-0.014 0.107 -0.032
0.032 0.262 -0.081
0.051 -0.014 -0.009
0.005 -0.025 0.050
-0.039 0.032 -0.010
0.035 -0.022 -0.020
0.013 0.039 -0.025
-0.023 -0.017 -0.021
-0.009 0.007 -0.027
-0.012 0.007 0.008
-0.013 0.002 0.003
0.039 -0.338 -0.028
0.747 -0.083 0.247
0.005 -0.013 -0.035
0.004 -0.044 0.014
0.003 0.009 -0.015
-0.037 -0.027 0.013
-0.271 0.190 0.069
0.067 -0.044 0.044
-0.028 0.008 0.016
0.011 0.043 -0.027
0.051 0.019 -0.023
-0.020 -0.007 0.014
-0.016 0.142 0.060
0.000 -0.017 0.003
0.037 -0.023 0.024
0.008 0.037 -0.009
0.004 -0.016 0.007
-0.002 -0.197 -0.057
-0.207 0.079 0.001
-0.013 0.089 -0.059
-0.168 -0.070 0.034
0.013 0.003 -0.005
0.134 -0.132 -0.420
-0.409 -0.246 0.008
-0.040 0.008 -0.008
-0.051 0.595 0.126
-0.014 -0.094 -0.054
0.006 -0.058 0.021
-0.036 0.011 -0.038
0.197 -0.055 -0.030
-0.002 -0.045 0.015
0.008 -0.007 -0.047
0.036 0.012 -0.039
-0.020 0.000 0.041
-0.012 0.019 0.041
-0.042 0.002 0.014
0.069 -0.166 0.011
0.016 -0.021 0.049
-0.003 -0.005 0.009
-0.047 0.004 0.024
-0.037 0.016 0.017
-0.524 0.053 -0.516
0.035 0.026 0.003

Properties
Electronic energy in Ha: -1855.48459
Total charge: +1
HOMO in eV: -10.53

***

Number 1: frontier orbital gap 8.517 eV. Number 2: frontier orbital gap 6.601 eV.